138
Properties=species:S:1:pos:R:3 method="wB97M-V/def2-TZVPD" gap_ha=0.37576
Cl -0.294 -5.689 10.964
Cl -7.196 -7.299 3.624
Cl -0.079 3.837 -10.296
Cl -2.527 -1.196 -8.662
Cl 2.382 7.604 4.198
Cl 7.841 10.656 -5.144
Cl 12.433 4.460 3.525
Cl 7.034 0.306 3.766
Cl -0.772 -4.826 8.252
Cl -2.777 -4.390 10.278
Cl -7.161 -8.067 -3.674
Cl 3.108 5.490 2.372
Cl -5.317 -14.999 -4.067
Cl -1.067 6.576 -1.527
Cl -5.059 -6.377 1.911
Cl 1.773 2.074 -11.633
Cl 9.684 4.950 -0.743
Cl 9.968 4.600 -3.585
Cl -8.932 -3.365 -4.899
Cl 8.138 11.038 -2.301
Cl -1.221 -5.406 4.916
Cl 0.915 -3.464 5.017
Cl 8.522 8.421 -3.453
Cl 10.691 2.600 2.179
Cl 4.692 -1.278 3.181
Cl -4.997 -9.979 -3.773
Cl 0.688 6.901 0.741
Cl -3.289 -14.971 -6.118
Cl -6.737 -1.637 -5.620
Cl -0.671 1.025 -10.508
Cl 1.807 4.854 4.863
Cl -3.812 -12.591 -4.574
Cl -0.767 2.695 -12.854
Cl -5.167 -5.534 4.654
Cl -4.509 -7.187 -4.356
Cl -0.041 9.197 -0.872
Cl 4.771 0.355 5.554
Cl -4.508 -8.279 4.005
Cl -0.323 -2.875 10.330
Cl 7.980 3.099 -2.147
Cl -0.759 -1.148 7.409
Cl -5.098 -8.003 -1.662
Cl 5.876 9.575 -3.330
Cl -0.561 0.910 9.422
Cl 1.411 -6.198 5.792
Cl -7.564 -3.750 -7.407
Cl -1.993 7.950 0.833
Cl -6.236 -4.393 -4.928
Cl -5.748 -13.511 -6.501
Cl -5.408 -1.187 -8.601
Cl 6.416 -2.010 5.368
Cl -0.031 1.536 6.654
Cl 0.950 -5.546 3.022
Cl 4.535 5.797 4.853
Cl 12.731 3.997 0.698
Cl -3.998 0.744 -10.220
Cl -3.939 0.948 -7.344
Cl 13.472 1.939 2.583
Cl 10.777 2.483 -1.787
Cl -2.722 0.960 7.510
Si 4.299 6.025 -1.446
O 4.280 3.133 0.608
O 3.522 4.577 -0.948
O 4.831 2.833 -1.552
C -7.366 -3.283 -5.711
C 7.596 9.922 -3.557
C -5.046 -3.650 -0.304
C -1.041 -4.444 9.958
C -0.598 7.654 -0.210
C -4.542 -14.022 -5.317
C -5.109 -3.589 -1.835
C 2.605 1.935 1.983
C 0.513 -5.154 4.687
C -5.441 -8.316 -3.367
C 5.851 5.674 -2.400
C -2.146 -1.024 2.361
C -3.349 -1.916 2.715
C 4.795 7.121 -0.001
C -3.970 -0.172 -8.712
C -7.858 -1.776 -0.998
C 0.065 2.406 -11.322
C -5.764 -2.328 -2.417
C 1.400 1.020 1.791
C 5.731 -0.655 4.466
C 2.959 5.938 4.070
C -4.345 -2.451 0.375
C -1.018 0.565 7.751
C -0.039 -0.184 3.591
C 0.408 1.159 2.968
C -5.483 -6.880 3.548
C 3.572 1.876 0.810
C -3.692 -2.955 1.665
C -1.558 -0.381 3.634
C 12.334 3.247 2.243
C 3.066 6.905 -2.543
C 9.603 3.774 -2.065
C 4.264 3.482 -0.717
C -7.293 -2.288 -2.333
H -6.021 -3.841 0.147
H 5.654 5.010 -3.239
H 0.465 -1.025 3.114
H 1.744 -0.014 1.736
H 3.564 7.427 -3.359
H 5.258 6.528 0.787
H 0.914 1.283 0.848
H 0.915 1.753 3.733
H -7.642 -1.598 -3.104
H -1.799 -0.981 4.515
H -4.427 -4.516 -0.042
H -4.417 -3.638 2.118
H -7.693 -3.281 -2.545
H 0.296 -0.162 4.630
H -5.644 -4.470 -2.196
H -3.614 -2.069 -0.342
H -0.467 1.732 2.656
H 2.433 6.131 -2.989
H -8.870 -2.156 -0.854
H 5.565 7.775 -0.421
H 3.984 7.743 0.372
H 6.307 6.610 -2.722
H 4.327 1.111 0.999
H 2.408 7.562 -1.986
H -2.508 -0.205 1.736
H -4.203 -1.271 2.938
H -5.316 -1.423 -2.001
H 6.560 5.216 -1.708
H -1.383 -1.588 1.822
H -2.823 -3.565 1.407
H -3.094 -2.438 3.643
H 3.117 1.604 2.893
H -5.506 -2.328 -3.482
H -7.268 -2.093 -0.140
H -2.032 0.592 3.790
H 2.285 2.958 2.169
H -7.890 -0.687 -0.975
H -5.086 -1.672 0.572
H 3.025 1.579 -0.085
H -4.074 -3.608 -2.187